1.
The following is a DFT calculation (ωB97M-V/def2-TZVPD) of a structure of composition CH3NO3S in a non-equilibrium geometry.

The geometry in ORCA input format:
```
! wB97M-V def2-TZVPD RIJCOSX def2/J DEFGRID3
* xyz 0 1
S -0.55 -0.28 -0.60
O -0.40 -1.10 -1.76
O 1.44 -1.30 1.02
O -1.70 0.74 -1.03
N 0.53 0.58 0.11
C 1.36 -0.12 0.90
H 2.07 0.66 1.55
H -1.25 -0.88 0.42
H -1.50 1.71 -0.60
*
```

Values from the calculation:
relative energy (zero: lowest compared OMol25 entry of this formula, charge and spin): 56.35 kcal/mol
strongest force on any atom: 4.26 eV/Å
calculated total energy: -19550.8711 eV
frontier orbital gap: 10.633 eV


2.
The following is a DFT calculation (ωB97M-V/def2-TZVPD) of a cluster of 2 separate species, C2H6O2 in total in a non-equilibrium geometry.

The geometry in ORCA input format:
```
! wB97M-V def2-TZVPD RIJCOSX def2/J DEFGRID3
* xyz 0 1
O -1.62 1.18 -0.68
O 1.89 -0.97 1.90
C -0.13 -0.53 -1.27
C -0.52 0.43 -0.46
H 0.77 -1.13 -1.21
H 1.31 -0.27 1.60
H -0.73 -0.86 -2.12
H -1.70 1.92 -0.07
H 0.14 0.74 0.35
H 1.83 -1.63 1.20
*
```

Values from the calculation:
relative energy (zero: lowest compared OMol25 entry of this formula, charge and spin): 26.28 kcal/mol
SMILES: C=CO.O
strongest force on any atom: 1.46 eV/Å
calculated total energy: -6265.1153 eV
frontier orbital gap: 10.001 eV


3.
The following is a DFT calculation (ωB97M-V/def2-TZVPD) of a cluster of 2 separate species, C4H6O2 in total in a non-equilibrium geometry.

The geometry in ORCA input format:
```
! wB97M-V def2-TZVPD RIJCOSX def2/J DEFGRID3
* xyz 0 1
O -0.81 -2.32 0.13
O -1.70 -0.35 0.25
C -0.66 0.22 -0.07
C -0.48 1.70 0.22
C 1.72 -0.74 -0.37
C 0.45 -0.52 -0.52
H -1.77 -2.43 0.01
H 2.31 -0.28 0.43
H 2.24 -1.48 -0.98
H 0.22 2.16 -0.48
H -0.09 1.82 1.23
H -1.44 2.22 0.16
*
```

Values from the calculation:
relative energy (zero: lowest compared OMol25 entry of this formula, charge and spin): 139.07 kcal/mol
strongest force on any atom: 1.99 eV/Å
calculated total energy: -8334.4306 eV
frontier orbital gap (alpha / beta): 8.970 / 8.124 eV


4.
The following is a DFT calculation (ωB97M-V/def2-TZVPD) of the ion C4H6NOS with charge +1 in a non-equilibrium geometry.

The geometry in ORCA input format:
```
! wB97M-V def2-TZVPD RIJCOSX def2/J DEFGRID3
* xyz 1 1
S -0.46 2.08 0.68
O 1.19 -0.36 -1.88
N 0.90 -0.42 0.72
C -1.18 -0.56 0.36
C 0.23 0.33 -1.53
C -0.21 0.47 -0.09
C -0.27 -1.28 1.01
H 1.63 -0.79 0.05
H -0.29 2.77 -0.44
H -2.15 -0.69 0.20
H -0.40 -2.22 1.66
H 1.40 -0.09 1.58
H -0.40 0.76 -2.32
*
```

Values from the calculation:
relative energy (zero: lowest compared OMol25 entry of this formula, charge and spin): 54.02 kcal/mol
SMILES: O=C[C@@]1(S)C=C[NH2+]1
strongest force on any atom: 4.87 eV/Å
calculated total energy: -18608.3282 eV
frontier orbital gap: 10.000 eV


5.
The following is a DFT calculation (ωB97M-V/def2-TZVPD) of a cluster of 2 separate species, C33H42IN2O7 in total in a non-equilibrium geometry.

The geometry in ORCA input format:
```
! wB97M-V def2-TZVPD RIJCOSX def2/J DEFGRID3
* xyz 1 1
I -7.91 6.00 -1.10
O 3.66 -1.24 4.33
O 2.36 -2.37 0.01
O -8.53 2.59 -0.59
O -4.01 -0.22 -0.79
O -9.36 -2.64 -6.63
O 3.22 -1.71 -2.22
O -9.63 -1.08 -5.32
N -9.05 -1.44 -6.50
N 4.42 -2.38 4.65
C 5.18 -4.55 3.62
C -3.19 3.03 -1.46
C -3.16 4.70 -1.43
C 4.12 -2.90 2.17
C -5.86 -1.22 -3.47
C 5.29 -3.57 6.68
C -8.66 0.56 -3.37
C -1.62 5.34 -1.54
C 1.72 4.44 -2.87
C 3.79 -0.35 -1.94
C 3.46 0.71 -3.18
C -0.92 4.52 -2.82
C 2.01 3.03 -3.64
C 2.77 -3.41 6.29
C -6.03 0.08 -2.48
C 0.41 5.27 -3.43
C -7.42 1.00 -2.38
C -4.79 0.62 -1.48
C -7.10 -1.65 -4.45
C 4.14 -2.70 6.09
C 4.09 -3.44 3.64
C -8.49 -0.73 -4.40
C 2.53 -4.56 5.33
C 4.16 -1.45 7.03
C 2.76 2.04 -2.52
C 2.11 -1.97 -1.26
C -6.01 4.85 -1.25
C 0.53 -1.70 -1.72
C -7.46 2.31 -1.34
C -4.53 5.62 -1.30
C -4.66 2.29 -1.41
C 2.71 -4.11 3.89
C -6.05 3.21 -1.33
H -2.22 2.36 -1.52
H 5.09 -0.88 6.91
H -0.18 -2.35 -1.04
H 3.61 2.62 -1.93
H 1.96 -2.68 6.16
H -1.72 4.31 -3.68
H 3.32 -2.18 1.96
H 1.90 -3.41 3.64
H 2.58 -4.97 3.22
H 0.23 -0.57 -1.66
H 3.32 -0.77 6.84
H 5.57 -4.42 6.08
H 3.32 0.06 -0.93
H 2.67 5.13 -3.00
H 1.51 -4.95 5.47
H 1.49 4.18 -1.73
H 4.95 -0.43 -1.75
H -6.99 -2.57 -5.19
H 2.68 -3.77 7.32
H -4.82 -1.79 -3.43
H 5.15 -5.13 2.70
H 2.74 0.14 -3.90
H 5.08 -2.41 1.95
H -9.63 1.21 -3.33
H 4.00 -3.71 1.44
H 2.76 3.14 -4.56
H 0.36 5.13 -4.61
H 4.08 -1.75 8.08
H -1.72 6.46 -1.91
H 4.45 0.92 -3.77
H 0.43 6.42 -3.21
H 5.01 -3.98 7.66
H 6.19 -4.11 3.68
H 6.20 -2.97 6.82
H -0.58 3.46 -2.45
H -4.48 6.81 -1.28
H 1.06 2.48 -4.06
H 5.07 -5.28 4.42
H 3.21 -5.40 5.57
H 1.94 1.65 -1.76
H 0.40 -2.07 -2.82
H -1.02 5.23 -0.54
*
```

Values from the calculation:
relative energy (zero: lowest compared OMol25 entry of this formula, charge and spin): 593.86 kcal/mol
strongest force on any atom: 10.93 eV/Å
calculated total energy: -60277.2044 eV
frontier orbital gap: 2.323 eV


6.
The following is a DFT calculation (ωB97M-V/def2-TZVPD) of a structure of composition C4H8O2.

The geometry in ORCA input format:
```
! wB97M-V def2-TZVPD RIJCOSX def2/J DEFGRID3
* xyz 0 1
O -0.35 1.33 1.68
O -0.91 -1.28 0.46
C 0.77 0.42 -0.29
C 0.09 1.61 0.38
C 0.19 -2.10 -0.66
C -0.20 -0.67 -0.66
H -0.73 1.98 -0.26
H -0.50 -2.68 -1.29
H 0.81 2.44 0.47
H -0.97 -0.36 -1.38
H -0.11 -1.96 0.75
H 1.53 0.01 0.38
H -0.89 0.52 1.64
H 1.28 0.74 -1.21
*
```

Values from the calculation:
relative energy (zero: lowest compared OMol25 entry of this formula, charge and spin): 120.26 kcal/mol
strongest force on any atom: 0.44 eV/Å
calculated total energy: -8368.0667 eV
frontier orbital gap: 10.051 eV


7.
The following is a DFT calculation (ωB97M-V/def2-TZVPD) of a structure of composition C42H30CdCl4N6O2STe.

The geometry in ORCA input format:
```
! wB97M-V def2-TZVPD RIJCOSX def2/J DEFGRID3
* xyz -2 1
Te 1.73 -0.28 -0.42
Cd -1.68 0.33 1.24
Cl -2.49 -0.16 6.41
Cl 2.92 -0.77 6.50
Cl 2.95 -0.47 3.36
Cl 0.18 -0.57 8.04
S -2.23 -4.31 -0.69
O 0.31 -0.02 2.19
O -2.08 -0.09 3.50
N -2.10 4.07 3.98
N -0.92 2.17 -0.26
N -1.83 2.59 2.20
N -1.37 -2.33 0.71
N -1.14 3.44 0.11
N -0.03 -0.26 -1.55
C -1.53 3.65 1.32
C -3.24 -0.35 -0.17
C -2.01 5.21 3.17
C -5.10 -1.19 -2.15
C -1.73 5.02 1.81
C -0.75 2.06 -1.59
C -0.29 -1.50 -3.61
C -2.08 7.59 2.87
C 0.60 -3.32 1.81
C 2.99 -3.25 -1.23
C 3.10 1.58 -2.89
C 1.43 -0.51 5.63
C 0.24 -0.44 6.30
C 4.32 -0.28 -4.00
C -2.18 6.48 3.70
C -4.16 0.53 -0.75
C -1.80 7.42 1.52
C 1.36 -4.46 1.97
C 3.03 -0.82 -2.04
C 5.61 -2.01 -5.29
C -3.29 -1.67 -0.64
C -0.38 0.93 -2.26
C 0.29 -0.18 3.47
C -0.99 -0.19 4.17
C 4.25 -2.53 -3.24
C 4.71 -1.59 -4.16
C -0.33 0.90 -3.70
C 3.42 -2.17 -2.18
C 1.05 -5.64 1.29
C -0.96 -0.27 5.57
C -4.20 -2.09 -1.61
C -0.52 -3.38 0.97
C -2.29 -2.63 -0.12
C -0.15 -1.45 -2.27
C 3.49 0.13 -2.96
C -0.05 -5.71 0.45
C -1.63 6.15 1.00
C -2.09 2.82 3.42
C -5.08 0.13 -1.71
C 1.45 -0.38 4.23
C -0.83 -4.57 0.29
C -0.28 -0.27 -4.37
H -0.09 -2.35 -1.67
H -0.42 -2.47 -4.09
H -1.41 5.99 -0.05
H -2.40 6.60 4.75
H 3.33 -3.04 -0.21
H -5.80 -1.51 -2.91
H -4.16 1.57 -0.44
H 0.84 -2.39 2.30
H 5.84 -1.17 -5.95
H 3.39 -4.21 -1.54
H 1.67 -6.52 1.42
H 1.90 -3.32 -1.17
H 6.56 -2.41 -4.92
H -0.25 -0.29 -5.46
H -0.37 1.85 -4.23
H 2.10 1.71 -3.32
H 5.15 -2.80 -5.90
H -5.77 0.85 -2.14
H -0.91 2.96 -2.19
H -4.20 -3.12 -1.96
H 3.05 1.94 -1.87
H 4.55 -3.57 -3.34
H -0.28 -6.63 -0.08
H -2.37 4.17 4.94
H -1.72 8.29 0.87
H -2.21 8.59 3.28
H -2.34 1.99 4.08
H 2.23 -4.43 2.61
H 4.67 0.47 -4.71
H 3.80 2.19 -3.46
*
```

Values from the calculation:
relative energy (zero: lowest compared OMol25 entry of this formula, charge and spin): 36.00 kcal/mol
strongest force on any atom: 0.09 eV/Å
calculated total energy: -129861.3174 eV
frontier orbital gap: 4.511 eV


8.
The following is a DFT calculation (ωB97M-V/def2-TZVPD) of a cluster of 7 separate species, C48H41BNO31S2 in total in a non-equilibrium geometry.

The geometry in ORCA input format:
```
! wB97M-V def2-TZVPD RIJCOSX def2/J DEFGRID3
* xyz 1 1
S 4.70 -3.57 -5.48
S -3.72 -2.12 -1.03
O 2.66 9.79 12.91
O -3.71 -0.49 -5.67
O 12.06 -4.50 -2.89
O 8.55 -7.62 -2.64
O -5.33 -6.97 -2.10
O -5.51 4.32 -1.44
O 1.90 -2.47 -3.30
O 10.13 -2.61 -3.31
O 3.69 7.41 12.06
O -4.28 1.91 -1.73
O -0.61 8.08 5.89
O 2.25 3.84 1.55
O 2.73 1.96 -0.36
O -7.87 -10.32 -4.23
O -3.45 -6.93 -4.07
O -5.94 -10.33 -6.15
O 4.03 -2.30 -2.23
O -1.51 -2.39 -3.06
O -8.84 2.03 0.96
O 0.27 7.35 3.42
O 1.26 4.29 7.98
O 6.72 0.52 1.67
O -6.26 -0.52 -5.36
O 6.20 2.34 3.63
O 6.63 -5.76 -3.16
O 1.82 8.43 7.86
O 2.21 3.61 5.52
O 0.88 10.85 8.69
O -7.57 -0.37 0.74
O -0.75 -0.14 -3.26
O -5.14 -1.14 -7.59
N -5.25 -1.46 -3.32
C -6.80 -9.48 -4.14
C 7.95 -5.40 -3.08
C -5.88 -3.77 -2.23
C -5.32 1.92 -1.09
C -6.06 3.20 -0.90
C 9.75 -3.76 -3.18
C 10.36 -6.11 -2.76
C 0.29 6.20 7.00
C -4.64 -8.63 -5.17
C 1.55 10.03 9.55
C 5.61 1.30 1.61
C -7.04 0.75 0.18
C 0.37 -0.65 -4.03
C 3.55 2.04 0.54
C 0.03 7.04 5.83
C -6.21 -1.58 -4.40
C 1.48 -0.61 -1.56
C 4.22 3.15 2.64
C -5.89 0.70 -0.49
C 8.94 -6.48 -2.81
C -7.79 2.03 0.35
C 1.27 5.45 4.40
C -6.66 -8.64 -3.11
C 5.40 2.28 2.71
C 10.74 -4.85 -2.93
C -1.56 -1.18 -2.74
C -5.50 -7.74 -3.03
C 0.55 6.57 4.51
C 2.99 8.21 11.20
C -4.51 -7.79 -4.14
C -7.21 3.25 -0.23
C 1.75 10.39 10.82
C -7.14 -2.84 -4.49
C -5.02 -2.44 -2.28
C 3.35 3.04 1.63
C 2.04 8.73 9.02
C -5.79 -9.54 -5.24
C -6.95 -3.92 -3.36
C 1.00 5.08 6.89
C 1.66 -1.04 -3.12
C 3.25 -2.83 -3.06
C 1.55 4.63 5.58
C 8.33 -4.13 -3.25
C 4.74 1.19 0.60
C 2.79 7.86 9.93
C -2.61 -0.73 -1.57
C 2.47 9.50 11.74
C 3.84 -4.08 -3.92
B -5.06 -0.70 -6.20
H -5.33 -0.22 -0.62
H -7.75 4.17 -0.09
H 1.39 11.33 11.22
H 4.08 3.87 3.44
H 12.07 -3.53 -3.04
H -3.32 -1.40 -5.70
H 2.58 -0.44 -3.49
H -3.93 -8.67 -5.98
H -4.68 4.03 -1.88
H -7.74 -10.82 -5.05
H 0.86 10.36 7.84
H 1.65 5.11 3.45
H -4.68 -0.59 -3.30
H 0.78 -1.41 -1.11
H 1.79 3.57 0.73
H 7.62 -3.34 -3.45
H 3.83 -2.68 -6.10
H 4.52 -4.66 -3.20
H -8.40 -0.07 1.17
H -0.25 8.10 3.76
H 3.69 7.89 12.91
H -3.18 0.17 -2.02
H 0.10 -1.47 -4.78
H -3.57 -6.43 -3.24
H 6.62 -6.72 -3.00
H -5.69 -4.52 -1.39
H 2.93 -4.78 -4.12
H -1.97 -0.30 -0.70
H 2.48 -0.56 -1.01
H -7.61 -4.85 -3.37
H 11.07 -6.91 -2.57
H -7.38 -8.59 -2.31
H 1.79 3.54 7.64
H 1.00 0.44 -1.49
H -7.93 -2.97 -5.32
H 0.73 0.24 -4.68
H -0.11 6.54 7.95
H 3.16 6.92 9.53
H 4.89 0.48 -0.21
H -4.46 -1.85 -7.66
H 7.18 0.78 2.50
*
```

Values from the calculation:
relative energy (zero: lowest compared OMol25 entry of this formula, charge and spin): 175.83 kcal/mol
strongest force on any atom: 4.70 eV/Å
calculated total energy: -137737.7934 eV
frontier orbital gap: 6.172 eV